# 1
{"formula": "C37H47N7O2PbSi", "method": "ωB97M-V with the def2-TZVPD basis set", "species": ["Pb", "N", "C", "N", "C", "N", "N", "C", "C", "C", "C", "C", "C", "N", "C", "C", "C", "C", "C", "C", "H", "H", "H", "H", "H", "H", "H", "H", "H", "H", "H", "C", "C", "C", "C", "C", "C", "N", "N", "Si", "C", "C", "C", "H", "H", "H", "H", "H", "H", "H", "H", "H", "H", "H", "H", "H", "H", "H", "C", "C", "C", "C", "O", "H", "H", "H", "H", "H", "H", "H", "H", "H", "C", "C", "C", "C", "C", "C", "C", "O", "C", "C", "C", "H", "H", "H", "H", "H", "H", "H", "H", "H", "H", "H", "H"], "positions_angstrom": [[-0.54, 0.03, 0.45], [-3.24, 1.40, -3.22], [-4.08, 0.93, -2.26], [-3.94, -0.16, -1.62], [-2.83, -0.97, -1.88], [-2.60, -2.09, -1.31], [-3.34, -2.58, -0.28], [-3.68, -1.96, 1.02], [-4.04, -0.50, 1.09], [-5.34, -0.15, 1.45], [-5.67, 1.18, 1.66], [-4.69, 2.14, 1.50], [-3.42, 1.71, 1.14], [-3.10, 0.44, 0.95], [-1.89, -0.54, -2.94], [-0.77, -1.30, -3.31], [0.07, -0.87, -4.32], [-0.18, 0.34, -4.97], [-1.26, 1.12, -4.60], [-2.12, 0.67, -3.59], [-3.41, 2.31, -3.63], [-4.94, 1.56, -2.06], [-4.59, -2.48, 1.33], [-6.09, -0.92, 1.56], [-6.68, 1.46, 1.94], [-4.88, 3.19, 1.65], [-2.61, 2.42, 0.99], [-0.58, -2.21, -2.77], [0.92, -1.47, -4.60], [0.48, 0.69, -5.76], [-1.47, 2.06, -5.09], [2.56, 1.51, 2.48], [1.67, 0.62, 3.29], [1.94, 0.27, 4.60], [1.09, -0.63, 5.24], [0.00, -1.16, 4.59], [-0.26, -0.74, 3.26], [0.60, 0.12, 2.66], [-1.30, -1.09, 2.49], [-2.43, -2.35, 2.48], [-1.55, -3.98, 2.21], [-3.44, -4.02, -0.34], [-3.50, -2.46, 4.03], [3.37, 0.93, 2.04], [3.00, 2.29, 3.10], [1.99, 1.97, 1.67], [2.80, 0.69, 5.10], [1.29, -0.93, 6.26], [-0.67, -1.85, 5.07], [-1.12, -4.03, 1.21], [-2.18, -4.86, 2.35], [-0.73, -4.03, 2.93], [-2.48, -4.45, -0.64], [-4.20, -4.33, -1.06], [-3.71, -4.42, 0.64], [-3.57, -1.48, 4.52], [-3.08, -3.16, 4.74], [-4.52, -2.79, 3.80], [-1.32, 4.10, -0.74], [-0.20, 3.57, 0.17], [-0.37, 4.08, 1.60], [1.13, 4.07, -0.39], [-0.19, 2.17, 0.13], [-1.28, 5.19, -0.83], [-2.31, 3.84, -0.36], [-1.21, 3.66, -1.73], [-0.50, 5.17, 1.62], [0.51, 3.83, 2.19], [-1.24, 3.63, 2.08], [1.20, 5.16, -0.36], [1.25, 3.74, -1.42], [1.96, 3.66, 0.20], [8.03, -0.53, -1.53], [6.54, -0.64, -1.63], [5.85, -0.16, -2.74], [4.47, -0.24, -2.83], [3.80, 0.31, -4.06], [3.75, -0.83, -1.77], [2.29, -0.92, -1.90], [1.56, -1.56, -1.17], [4.42, -1.31, -0.63], [3.71, -1.91, 0.55], [5.81, -1.20, -0.59], [8.47, -0.27, -2.49], [8.47, -1.47, -1.19], [8.31, 0.24, -0.81], [6.41, 0.28, -3.56], [4.54, 0.68, -4.76], [3.12, 1.13, -3.82], [3.21, -0.45, -4.58], [1.84, -0.33, -2.71], [2.90, -1.28, 0.90], [4.42, -2.05, 1.37], [3.27, -2.87, 0.30], [6.33, -1.56, 0.29]], "total_energy_ha": -2454.280907, "lumo_energy_ev": 0.2, "orbital_gap_ha": 0.249, "homo_energy_ev": -6.6}

=====

# 2
{"formula": "C37H47O4P2S3SiW", "method": "ωB97M-V with the def2-TZVPD basis set", "species": ["W", "S", "P", "C", "P", "S", "C", "C", "C", "C", "C", "C", "C", "C", "C", "C", "C", "C", "C", "C", "C", "C", "C", "C", "C", "C", "C", "C", "C", "C", "H", "H", "H", "H", "H", "H", "H", "H", "H", "H", "H", "H", "H", "H", "H", "H", "H", "H", "H", "H", "C", "C", "C", "C", "O", "Si", "S", "O", "C", "C", "C", "C", "O", "C", "C", "C", "C", "H", "H", "H", "H", "H", "H", "H", "H", "H", "H", "H", "H", "H", "H", "H", "H", "H", "H", "H", "H", "H", "H", "H", "H", "H", "H", "H", "O"], "positions_angstrom": [[-0.44, 0.23, 0.66], [2.01, -0.04, 0.74], [1.45, 0.41, 2.65], [-0.22, 0.16, 2.72], [-1.40, -1.09, 2.81], [-1.58, -1.87, 0.90], [-0.85, -2.24, 4.08], [-0.13, -3.39, 3.76], [0.33, -4.21, 4.78], [0.06, -3.89, 6.10], [-0.66, -2.74, 6.42], [-1.12, -1.91, 5.41], [-2.98, -0.42, 3.33], [-3.98, -1.29, 3.74], [-5.21, -0.78, 4.14], [-5.42, 0.59, 4.13], [-4.42, 1.46, 3.71], [-3.18, 0.96, 3.31], [1.81, 2.15, 2.99], [2.99, 2.49, 3.63], [3.27, 3.83, 3.88], [2.38, 4.81, 3.48], [1.20, 4.47, 2.83], [0.91, 3.13, 2.58], [2.28, -0.51, 3.97], [3.29, -1.42, 3.71], [3.87, -2.11, 4.76], [3.45, -1.87, 6.06], [2.44, -0.95, 6.32], [1.84, -0.26, 5.27], [0.07, -3.63, 2.72], [0.89, -5.10, 4.54], [0.42, -4.53, 6.89], [-0.86, -2.50, 7.45], [-1.68, -1.01, 5.65], [-3.81, -2.37, 3.75], [-5.99, -1.45, 4.46], [-6.37, 0.99, 4.44], [-4.59, 2.53, 3.70], [-2.39, 1.61, 2.98], [3.69, 1.73, 3.95], [4.19, 4.10, 4.38], [2.60, 5.85, 3.67], [0.50, 5.23, 2.52], [-0.01, 2.87, 2.08], [3.61, -1.60, 2.69], [4.66, -2.83, 4.57], [3.91, -2.40, 6.88], [2.11, -0.77, 7.33], [1.05, 0.45, 5.46], [2.80, -1.24, -3.34], [2.63, -0.16, -4.41], [3.74, 0.86, -4.33], [2.53, -0.77, -5.80], [1.40, 0.58, -4.15], [-0.11, 0.15, -3.85], [-0.30, 0.10, -1.63], [-1.18, 1.23, -4.35], [-1.11, 2.65, -4.66], [-0.34, 2.82, -5.96], [-0.43, 3.38, -3.50], [-2.56, 3.09, -4.81], [-0.48, -1.34, -4.31], [-1.69, -1.97, -4.81], [-1.97, -1.45, -6.21], [-2.84, -1.66, -3.85], [-1.38, -3.46, -4.83], [3.76, -1.74, -3.47], [2.01, -1.99, -3.41], [2.77, -0.79, -2.35], [4.70, 0.38, -4.53], [3.77, 1.32, -3.34], [3.58, 1.64, -5.08], [3.48, -1.23, -6.07], [2.30, 0.00, -6.53], [1.75, -1.53, -5.83], [0.70, 2.53, -5.83], [-0.38, 3.87, -6.27], [-0.79, 2.21, -6.74], [0.61, 3.07, -3.42], [-0.95, 3.16, -2.57], [-0.47, 4.45, -3.68], [-3.04, 2.53, -5.61], [-2.60, 4.16, -5.05], [-3.10, 2.92, -3.88], [-2.23, -0.39, -6.18], [-2.79, -2.00, -6.65], [-1.09, -1.58, -6.84], [-3.06, -0.60, -3.86], [-2.57, -1.97, -2.84], [-3.73, -2.21, -4.16], [-0.53, -3.66, -5.48], [-2.25, -4.01, -5.20], [-1.14, -3.81, -3.83], [-1.45, 1.59, 0.58]], "total_energy_ha": -3972.975359, "lumo_energy_ev": -4.5, "charge": 1, "orbital_gap_ha": 0.246, "homo_energy_ev": -11.2}

=====

# 3
{"formula": "C37H48Cl2IN2O15PS3", "method": "ωB97M-V with the def2-TZVPD basis set", "species": ["C", "C", "C", "C", "O", "C", "C", "I", "C", "C", "C", "P", "N", "O", "O", "C", "N", "C", "C", "C", "C", "O", "C", "C", "C", "C", "O", "C", "C", "O", "C", "C", "C", "C", "C", "C", "C", "S", "C", "C", "Cl", "C", "C", "Cl", "C", "C", "O", "H", "H", "H", "H", "H", "H", "H", "H", "H", "H", "H", "H", "H", "H", "H", "H", "H", "H", "H", "H", "H", "H", "H", "H", "H", "H", "H", "H", "H", "H", "H", "H", "H", "H", "H", "H", "H", "H", "H", "H", "C", "C", "O", "S", "O", "O", "O", "H", "H", "H", "H", "C", "C", "O", "S", "O", "O", "O", "H", "H", "H", "H"], "positions_angstrom": [[-0.84, -0.07, 6.51], [-1.46, -1.43, 6.17], [-1.65, -1.62, 4.66], [-2.67, -2.71, 4.43], [-3.03, -2.97, 3.05], [-2.12, -2.74, 2.07], [-0.92, -3.42, 1.92], [-0.43, -4.95, 3.26], [-0.05, -3.08, 0.89], [-0.40, -2.10, -0.05], [-1.64, -1.44, 0.05], [-2.11, -0.23, -1.22], [-2.46, -0.81, -2.60], [-0.80, 0.70, -1.15], [-3.26, 0.71, -0.60], [-2.47, -1.75, 1.13], [-3.71, -1.13, 1.33], [-3.87, -0.28, 2.26], [-5.03, -0.44, 3.20], [-3.01, 0.93, 2.44], [0.60, -1.84, -1.14], [0.28, -1.74, -2.29], [2.02, -1.78, -0.66], [2.94, -0.85, -1.11], [2.49, 0.16, -2.14], [3.14, 0.01, -3.53], [3.95, 1.12, -3.91], [3.36, 2.33, -4.07], [1.87, 2.38, -4.27], [4.06, 3.31, -4.07], [4.25, -0.87, -0.60], [5.28, 0.13, -1.08], [5.04, 1.62, -0.75], [4.83, 1.98, 0.73], [3.44, 1.60, 1.27], [5.96, 1.50, 1.66], [4.58, -1.86, 0.34], [6.18, -2.11, 1.06], [3.64, -2.79, 0.79], [4.00, -3.79, 1.83], [3.62, -3.26, 3.43], [4.55, -4.97, 1.58], [4.86, -5.47, 0.21], [4.92, -6.07, 2.85], [2.36, -2.75, 0.27], [1.29, -3.71, 0.69], [1.51, -4.89, 0.82], [-0.14, 0.25, 5.74], [-0.28, -0.15, 7.45], [-1.61, 0.68, 6.68], [-0.76, -2.21, 6.50], [-2.38, -1.61, 6.72], [-1.99, -0.67, 4.23], [-0.67, -1.90, 4.26], [-3.61, -2.41, 4.90], [-2.37, -3.64, 4.91], [-3.39, -0.57, -2.94], [-0.98, 1.55, -1.58], [-3.83, 1.02, -1.32], [-5.41, -1.45, 3.14], [-5.84, 0.26, 2.95], [-4.72, -0.18, 4.21], [-3.40, 1.69, 1.76], [-3.04, 1.33, 3.45], [-1.97, 0.76, 2.16], [2.63, 1.17, -1.76], [1.42, 0.05, -2.28], [3.77, -0.87, -3.56], [2.35, -0.16, -4.27], [1.31, 1.86, -3.50], [1.59, 3.43, -4.29], [1.63, 1.96, -5.25], [6.27, -0.14, -0.73], [5.33, 0.06, -2.17], [4.23, 2.04, -1.32], [5.94, 2.15, -1.08], [4.88, 3.07, 0.77], [3.13, 2.32, 2.03], [3.46, 0.62, 1.75], [2.69, 1.60, 0.48], [5.65, 0.66, 2.29], [6.82, 1.21, 1.05], [6.32, 2.32, 2.27], [6.70, -0.89, 0.90], [4.73, -4.68, -0.53], [5.90, -5.80, 0.18], [4.23, -6.33, -0.03], [-2.03, 6.63, -5.96], [-0.56, 6.64, -5.57], [-0.43, 5.51, -4.70], [-1.41, 4.34, -5.17], [-0.70, 3.42, -5.97], [-2.16, 3.92, -4.03], [-2.33, 5.23, -6.12], [-2.66, 7.03, -5.16], [-2.23, 7.15, -6.89], [-0.27, 7.54, -5.04], [0.09, 6.50, -6.43], [-7.25, -1.19, -0.74], [-6.91, 0.00, 0.14], [-7.15, 1.14, -0.71], [-8.36, 0.83, -1.70], [-9.56, 1.38, -1.18], [-7.94, 1.13, -3.02], [-8.40, -0.75, -1.49], [-6.44, -1.41, -1.43], [-7.50, -2.08, -0.17], [-5.89, -0.01, 0.47], [-7.58, 0.07, 1.00]], "total_energy_ha": -5430.775266, "lumo_energy_ev": -0.6, "orbital_gap_ha": 0.296, "homo_energy_ev": -8.6, "smiles": "CCCCOc1c(I)c2c(c(P(=N)(O)O)c1N=C(C)C)C(=O)c1c(CCOC(C)=O)c(CCC(C)C)c(S)c(/C(Cl)=C(\\C)Cl)c1C2=O.O=S1(=O)OCCO1.O=S1(=O)OCCO1"}

=====

Question: What is the formula in the third record?
Answer: C37H48Cl2IN2O15PS3

=====

Question: What is the formula in the third record?
Answer: C37H48Cl2IN2O15PS3